Computed, not measured: C11H5EuN2O5 as an isolated structure at a distorted geometry, with the ωB97M-V functional and the def2-TZVPD basis.

The geometry in XYZ format:
```
24
Properties=species:S:1:pos:R:3
O 4.07 -3.32 -1.18
C 3.19 -2.65 -0.93
Eu 0.28 -0.74 -0.13
C -2.24 -0.16 0.45
O -3.30 0.19 0.71
C 0.68 1.59 -0.07
O 0.92 2.71 -0.16
C -0.21 0.16 -2.58
O -0.46 0.55 -3.64
C 1.32 -0.35 2.24
O 1.82 -0.22 3.26
H 1.97 0.05 -0.52
N -3.68 5.67 1.72
C -3.13 4.70 2.08
C -2.46 3.53 2.60
C -2.46 3.20 3.96
C -1.88 2.02 4.43
C -1.30 1.20 3.44
N -1.22 1.56 2.16
C -1.79 2.67 1.71
H -2.96 3.85 4.67
H -1.88 1.72 5.48
H -0.86 0.23 3.73
H -1.74 2.93 0.63
```

The spin multiplicity is 7. For the total energy, the calculation gives -44012.9371 eV. The HOMO energy (spin up / spin down) comes out at -15.938 / -15.938 eV. As for the total charge: +2. The energy above the lowest of the compared OMol25 structures with the same formula, charge and spin comes out at 0.0000 eV. The calculation puts the frontier orbital gap (spin up / spin down) at 5.3 / 6.9 eV.

---

Computed, not measured: a 4-piece molecular cluster, C15H39BI2O8P2 overall at a distorted geometry, with the ωB97M-V functional and the def2-TZVPD basis.

The geometry in XYZ format:
```
67
Properties=species:S:1:pos:R:3
C -0.73 -1.04 0.56
C -1.93 -1.77 -0.19
O -2.38 -1.08 -1.36
P -3.66 0.06 -1.06
B -4.96 -1.31 -1.52
C -6.55 -1.21 -1.38
O -4.46 -2.53 -2.08
C -2.74 1.26 -2.15
I -0.90 2.14 -1.35
C -3.06 1.66 -3.43
C -2.17 2.69 -4.26
I -4.79 0.84 -4.38
P -5.16 1.56 -0.44
O -6.13 2.01 -1.52
O -4.28 2.95 0.04
O -6.01 1.09 0.97
H 0.20 -1.09 -0.07
H -0.99 0.00 0.88
H -0.52 -1.64 1.50
H -2.75 -2.08 0.51
H -1.48 -2.74 -0.57
H -3.25 0.04 0.34
H -7.00 -2.19 -1.71
H -7.01 -0.44 -2.06
H -6.91 -1.07 -0.31
H -4.17 -2.40 -2.99
H -1.10 2.36 -4.35
H -2.24 3.72 -3.81
H -2.59 2.70 -5.30
H -3.82 2.71 0.87
H -5.42 1.27 1.72
C 2.41 -4.18 3.56
C 1.19 -4.03 2.66
C 1.29 -4.95 1.45
O 1.09 -2.68 2.22
H 3.32 -3.91 3.03
H 2.33 -3.51 4.42
H 2.51 -5.20 3.93
H 0.29 -4.26 3.22
H 2.17 -4.71 0.84
H 0.42 -4.83 0.80
H 1.36 -6.00 1.75
H 1.88 -2.47 1.72
C 5.54 -1.41 6.35
C 5.91 -2.46 5.31
C 6.99 -1.94 4.37
O 4.75 -2.82 4.56
H 5.14 -0.51 5.87
H 4.76 -1.79 7.01
H 6.40 -1.13 6.96
H 6.26 -3.37 5.81
H 6.64 -1.06 3.83
H 7.24 -2.70 3.63
H 7.90 -1.68 4.92
H 4.43 -2.02 4.11
C 0.97 6.15 -3.34
C 1.31 5.05 -4.34
C 2.36 5.52 -5.34
O 0.13 4.66 -5.04
H 0.56 7.02 -3.85
H 0.21 5.80 -2.64
H 1.85 6.46 -2.78
H 1.68 4.17 -3.81
H 2.00 6.38 -5.91
H 2.59 4.73 -6.05
H 3.29 5.81 -4.83
H -0.20 5.43 -5.51
```

For the total energy, the calculation gives -68022.6556 eV. The HOMO energy comes out at -8.640 eV. As for the total charge: 0. Its SMILES is CCO[PH](B(C)O)(/C(I)=C(/C)I)P(=O)(O)O.CC(C)O.CC(C)O.CC(C)O. The calculation puts the frontier orbital gap at 8.1 eV.

---

Computed, not measured: C45H36Cl2MnN6O5 as an isolated structure at a distorted geometry, with the ωB97M-V functional and the def2-TZVPD basis.

The geometry in XYZ format:
```
95
Properties=species:S:1:pos:R:3
Mn -0.77 -0.74 1.04
Cl -2.38 4.75 5.49
C -2.24 3.35 4.49
C -3.34 2.49 4.34
C -3.22 1.34 3.61
C -2.01 0.99 2.97
O -1.93 -0.13 2.29
C -0.90 1.86 3.14
C 0.39 1.46 2.70
N 0.63 0.38 2.02
C 1.93 -0.15 1.93
C 3.10 0.57 1.91
C 4.35 -0.09 1.85
C 4.42 -1.45 1.84
C 3.23 -2.22 1.87
C 3.22 -3.63 1.84
C 2.03 -4.30 1.81
C 0.83 -3.55 1.82
N 0.81 -2.24 1.88
C 1.99 -1.57 1.89
C -1.05 3.04 3.89
H -4.27 2.74 4.82
H -4.05 0.65 3.50
H 1.23 2.04 3.08
H 3.08 1.65 1.90
H 5.25 0.51 1.83
H 5.37 -1.96 1.79
H 4.16 -4.17 1.85
H 1.98 -5.37 1.77
H -0.12 -4.05 1.80
H -0.20 3.71 4.01
N -1.92 -2.24 0.48
C -2.42 -2.94 -0.28
C -3.03 -3.78 -1.25
C -2.22 -4.32 -2.26
C -2.81 -5.03 -3.28
C -4.18 -5.22 -3.29
C -4.98 -4.71 -2.28
C -4.41 -3.98 -1.25
H -1.14 -4.17 -2.21
H -2.19 -5.43 -4.07
H -4.64 -5.77 -4.10
H -6.05 -4.87 -2.29
H -5.02 -3.57 -0.45
C 3.59 7.96 1.22
C 2.32 7.19 0.97
C 1.11 7.59 1.53
C -0.07 6.89 1.31
C -0.05 5.76 0.51
N -1.19 4.96 0.23
C -2.48 5.20 0.59
O -2.89 6.18 1.18
N -3.40 4.21 0.22
C -3.29 2.89 -0.16
C -4.43 2.23 -0.62
C -4.33 0.93 -1.06
C -3.11 0.29 -0.99
N -2.03 0.86 -0.46
C -2.11 2.13 -0.07
C 1.15 5.34 -0.05
C 2.32 6.05 0.17
H 3.38 9.02 1.32
H 4.30 7.82 0.41
H 4.06 7.62 2.14
H 1.09 8.47 2.16
H -0.99 7.23 1.75
H -1.03 4.23 -0.44
H -4.34 4.56 0.32
H -5.37 2.76 -0.66
H -5.20 0.42 -1.46
H -2.98 -0.71 -1.39
H -1.20 2.55 0.30
H 1.17 4.45 -0.68
H 3.24 5.71 -0.28
C 4.15 -5.07 -2.01
C 3.04 -4.87 -3.01
C 2.65 -5.91 -3.84
C 1.65 -5.72 -4.78
Cl 1.18 -7.04 -5.81
C 1.03 -4.49 -4.91
C 1.41 -3.45 -4.08
C 2.41 -3.63 -3.13
O 2.88 -2.62 -2.33
C 2.08 -1.49 -2.10
C 0.87 -1.79 -1.20
O 0.36 -2.90 -1.21
O 0.46 -0.78 -0.51
H 5.12 -5.03 -2.51
H 4.06 -6.06 -1.55
H 4.13 -4.30 -1.25
H 3.13 -6.87 -3.76
H 0.25 -4.35 -5.65
H 0.91 -2.50 -4.18
H 1.72 -1.05 -3.04
H 2.72 -0.76 -1.61
```

The spin multiplicity is 5. For the total energy, the calculation gives -122790.9834 eV. The HOMO energy (spin up / spin down) comes out at -10.051 / -10.055 eV. As for the total charge: +1. The energy above the lowest of the compared OMol25 structures with the same formula, charge and spin comes out at 0.6289 eV. The calculation puts the frontier orbital gap (spin up / spin down) at 6.0 / 6.5 eV.

---

Computed, not measured: one molecule with the formula C2H6P2 at a distorted geometry, with the ωB97M-V functional and the def2-TZVPD basis.

The geometry in XYZ format:
```
10
Properties=species:S:1:pos:R:3
C 0.84 0.21 0.67
C -0.12 0.22 -0.41
P 1.17 -1.02 -0.56
P -1.85 -0.68 -0.35
H 1.52 1.04 0.71
H 0.69 -0.07 1.72
H -0.16 1.02 -1.21
H 2.17 -0.23 -1.48
H -2.29 0.62 -0.09
H -1.97 -1.10 0.99
```

For the total energy, the calculation gives -20746.3263 eV. The HOMO energy comes out at -9.421 eV. As for the total charge: 0. Its SMILES is P[C@H]1CP1. The energy above the lowest of the compared OMol25 structures with the same formula, charge and spin comes out at 0.7669 eV. The calculation puts the frontier orbital gap at 10.3 eV.

---

Q: Which formula does entry 3 have?
A: C45H36Cl2MnN6O5

---

Please write out number 4 again, unchanged.
Computed, not measured: one molecule with the formula C2H6P2 at a distorted geometry, with the ωB97M-V functional and the def2-TZVPD basis.

The geometry in XYZ format:
```
10
Properties=species:S:1:pos:R:3
C 0.84 0.21 0.67
C -0.12 0.22 -0.41
P 1.17 -1.02 -0.56
P -1.85 -0.68 -0.35
H 1.52 1.04 0.71
H 0.69 -0.07 1.72
H -0.16 1.02 -1.21
H 2.17 -0.23 -1.48
H -2.29 0.62 -0.09
H -1.97 -1.10 0.99
```

For the total energy, the calculation gives -20746.3263 eV. The HOMO energy comes out at -9.421 eV. As for the total charge: 0. Its SMILES is P[C@H]1CP1. The energy above the lowest of the compared OMol25 structures with the same formula, charge and spin comes out at 0.7669 eV. The calculation puts the frontier orbital gap at 10.3 eV.

---

Q: What is the total charge in the second record?
A: 0

---

Q: Number 1 is which compound?
A: C11H5EuN2O5